Record 1
Entry from OMol25: a molecular structure, C29H25N7O8Sn (ωB97M-V/def2-TZVPD).

The value obtained for the HOMO-LUMO gap (spin up / spin down) is 5.75 / 4.62 eV. Its relative energy (zero: lowest compared OMol25 entry of this formula, charge and spin) is 0.1243 eV. As for the spin multiplicity: 1. The HOMO energy (spin up / spin down) comes out at -14.4 / -14.2 eV. The total charge is +2. Its total energy is -63099.14502 eV. For the lowest unoccupied orbital energy (spin up / spin down), the calculation gives -0.3175 / -0.3524 hartree.

The geometry in XYZ format:
```
70
Properties=species:S:1:pos:R:3:forces:R:3
Sn 0.373 -0.477 1.111 -0.78 1.38 -1.47
C -1.474 -4.601 0.062 -0.36 -0.05 0.03
C -2.855 -4.502 0.147 0.17 -0.20 -0.01
C -3.425 -3.258 0.330 -0.04 0.05 -0.04
C -2.599 -2.116 0.433 0.03 0.29 -0.08
N -1.247 -2.244 0.409 0.95 0.20 0.22
C -0.715 -3.441 0.223 0.21 0.34 0.14
N -3.208 -0.936 0.479 -0.95 -1.13 -0.04
C -2.785 0.301 0.517 0.95 1.55 0.22
N -1.599 0.780 0.979 0.43 -1.85 -0.03
C -1.635 2.165 0.896 0.53 0.78 0.21
N -0.726 3.009 1.187 -1.11 0.44 -0.36
C 0.575 2.939 1.542 0.95 -0.03 0.33
C 1.191 4.153 1.893 -0.19 -0.28 -0.12
C 2.542 4.193 2.163 0.07 -0.07 0.04
C 3.282 3.019 2.079 -0.17 0.01 0.00
C 2.614 1.853 1.758 0.31 -0.17 0.07
N 1.305 1.802 1.511 -0.60 -0.86 -0.15
C -2.942 2.580 0.381 -0.34 -0.30 -0.10
C -3.493 3.822 0.150 0.09 -0.01 0.06
C -4.790 3.855 -0.357 0.03 0.03 -0.02
C -5.493 2.686 -0.635 -0.02 -0.19 -0.06
C -4.933 1.434 -0.407 -0.09 0.01 0.06
C -3.656 1.407 0.125 0.26 0.11 0.01
H -0.984 -5.549 -0.106 0.03 -0.01 0.00
H -3.475 -5.384 0.065 -0.03 0.00 -0.04
H -4.495 -3.110 0.354 -0.03 0.01 0.04
H 0.370 -3.483 0.225 -0.01 -0.06 -0.08
H 0.571 5.036 1.916 0.00 0.02 -0.02
H 3.021 5.128 2.420 0.00 0.00 0.00
H 4.347 3.009 2.259 0.02 -0.05 -0.01
H 3.144 0.909 1.690 0.05 0.06 0.00
H -2.945 4.730 0.360 0.02 0.00 0.00
H -5.260 4.810 -0.548 -0.01 0.01 0.00
H -6.492 2.746 -1.042 -0.02 0.05 -0.01
H -5.475 0.527 -0.632 -0.02 -0.02 0.03
C 3.366 -2.078 1.927 0.36 -0.08 -0.26
O 2.003 -1.894 2.326 -0.09 0.10 -0.02
C 1.677 -2.375 3.635 -0.36 -0.05 0.43
C 0.901 -1.299 4.368 0.50 -0.13 -0.06
O -0.244 -0.940 3.614 -0.19 0.33 -0.63
C -1.495 -1.458 4.069 -0.20 -0.03 0.03
H 4.050 -1.579 2.617 -0.10 0.02 0.02
H 3.461 -1.640 0.934 0.06 -0.04 -0.01
H 3.614 -3.140 1.878 -0.07 0.05 0.01
H 2.579 -2.617 4.200 0.05 -0.01 -0.14
H 1.066 -3.277 3.532 0.12 -0.03 -0.01
H 1.517 -0.400 4.449 -0.01 -0.02 0.11
H 0.633 -1.639 5.370 -0.07 0.03 -0.03
H -1.712 -1.084 5.072 0.03 -0.01 -0.05
H -1.510 -2.551 4.074 0.08 0.02 -0.02
H -2.250 -1.084 3.379 -0.02 -0.02 0.06
O -0.484 0.400 -1.732 0.01 -0.27 0.72
C 0.646 -0.044 -1.851 -0.26 0.56 -1.98
O 1.376 -0.557 -0.920 -0.08 -0.47 2.41
C 1.340 -0.010 -3.210 -0.04 -0.10 0.77
C 2.718 -0.149 -3.273 0.17 -0.03 -0.16
C 3.345 -0.060 -4.502 -0.38 0.05 0.20
C 2.633 0.135 -5.670 0.13 -0.01 -0.19
C 1.258 0.246 -5.573 -0.05 -0.02 0.33
C 0.595 0.191 -4.360 -0.06 0.06 -0.18
N 0.451 0.442 -6.804 0.37 -0.06 0.18
O -0.745 0.562 -6.654 0.01 0.01 -0.19
O 1.064 0.459 -7.846 -0.26 0.04 -0.03
N 4.820 -0.158 -4.544 -0.16 0.03 -0.13
O 5.386 -0.288 -3.476 0.09 -0.02 -0.14
O 5.339 -0.093 -5.632 0.10 -0.03 0.16
H 3.309 -0.318 -2.387 0.01 0.03 0.01
H 3.136 0.200 -6.625 -0.03 0.00 -0.02
H -0.479 0.305 -4.323 0.01 0.02 0.01
```
Forces are in eV/Å.



Record 2
Entry from OMol25: 2 unconnected molecules or ions with the total composition C5H5BrO2 (ωB97M-V/def2-TZVPD).

The value obtained for the HOMO-LUMO gap is 10.13 eV. Its relative energy (zero: lowest compared OMol25 entry of this formula, charge and spin) is 1.7024 eV. As for the spin multiplicity: 1. The HOMO energy comes out at -9.6 eV. The total charge is 0. As for the SMILES: O=C=CC=O.C=CBr. Its total energy is -79400.97967 eV. For the lowest unoccupied orbital energy, the calculation gives 0.0181 hartree.

The geometry in XYZ format:
```
13
Properties=species:S:1:pos:R:3:forces:R:3
O 1.824 -1.198 -2.094 0.07 0.07 -0.42
C 1.683 -0.512 -1.185 0.38 -1.06 -0.86
C 1.478 0.154 -0.095 0.92 -0.92 2.54
C 0.788 1.402 -0.083 0.41 -0.94 0.60
O 0.733 2.128 -1.014 -0.45 1.86 -1.95
H 1.695 -0.380 0.871 -0.22 0.51 -1.17
H 0.288 1.565 0.844 -0.53 0.70 1.09
C -1.725 -0.216 -0.128 0.32 0.50 -1.08
C -1.209 -0.916 0.841 -0.49 -0.78 1.02
Br -0.841 -0.205 2.547 -0.08 -0.04 0.30
H -1.729 -0.661 -1.093 -0.47 -0.77 -0.68
H -1.919 0.835 -0.211 -0.09 0.41 0.74
H -1.067 -1.997 0.801 0.25 0.45 -0.12
```
Forces are in eV/Å.



Record 3
Entry from OMol25: 6 unconnected molecules or ions with the total composition C40H90N2O8P2 (ωB97M-V/def2-TZVPD).

The value obtained for the HOMO-LUMO gap (spin up / spin down) is 7.69 / 6.41 eV. As for the spin multiplicity: 2. Its expectation value of S² is 0.76. The HOMO energy (spin up / spin down) comes out at -15.3 / -15.3 eV. The total charge is +3. Its total energy is -80851.49096 eV. For the lowest unoccupied orbital energy (spin up / spin down), the calculation gives -0.2778 / -0.3250 hartree.

The geometry in XYZ format:
```
142
Properties=species:S:1:pos:R:3:forces:R:3
C 1.464 -9.735 -10.920 0.49 0.43 -0.22
C 1.490 -9.756 -9.426 -2.69 2.43 0.02
O 0.928 -8.954 -8.712 2.28 -2.90 -0.90
N 2.174 -11.049 -8.910 0.75 0.18 1.71
H 1.483 -11.686 -8.540 -0.63 -0.17 0.33
H 2.643 -11.549 -9.651 -0.08 -0.01 -0.60
C 3.243 -10.711 -7.867 0.44 0.37 -0.32
H 0.885 -10.572 -11.310 0.12 -0.20 0.01
H 2.485 -9.749 -11.300 0.14 -0.44 -0.10
H 1.047 -8.814 -11.328 -0.25 -0.02 0.49
H 3.993 -10.240 -8.504 0.02 0.86 0.66
H 3.801 -11.503 -7.368 -0.73 -0.81 -0.38
H 2.807 -10.126 -7.058 0.12 0.42 -0.53
C 8.863 -9.743 -9.542 -0.45 -1.29 1.69
C 8.781 -11.075 -8.807 3.73 -1.52 -2.27
O 9.651 -11.941 -8.918 -3.71 2.18 1.40
N 7.472 -11.251 -8.081 0.31 -3.08 0.71
H 7.046 -10.412 -7.714 -0.27 2.17 1.15
H 6.729 -11.577 -8.683 0.11 0.06 -1.08
C 7.468 -12.377 -7.046 0.37 0.41 1.03
H 9.890 -9.532 -9.840 -0.28 -0.09 -0.03
H 8.476 -9.071 -8.776 -0.11 0.87 -0.64
H 8.174 -9.912 -10.370 -0.04 0.66 -0.23
H 8.388 -12.341 -6.463 0.27 -0.25 -0.60
H 7.278 -13.342 -7.517 0.36 0.24 -0.04
H 6.735 -12.170 -6.266 -0.49 0.37 -0.53
C -1.038 -15.336 -3.182 0.53 -0.82 -0.90
C -0.240 -14.643 -2.154 0.30 1.87 1.36
C 0.904 -13.765 -2.732 -0.38 -1.28 0.05
C 1.536 -12.860 -1.701 -0.94 1.89 -0.16
P 2.837 -11.675 -2.333 0.17 -0.92 0.12
C 3.928 -12.821 -3.267 0.87 -0.11 0.41
C 4.389 -14.096 -2.541 0.61 -1.12 0.55
C 5.089 -15.195 -3.456 -0.40 2.85 0.01
C 6.325 -14.467 -4.036 0.32 -1.24 0.14
C 3.661 -11.077 -0.833 1.44 -0.78 -0.57
C 5.086 -10.362 -0.972 -1.76 0.19 1.04
C 5.436 -9.779 0.429 -0.45 -0.37 -1.04
C 5.568 -10.846 1.489 0.22 0.60 0.22
C 2.473 -10.261 -3.510 0.14 -1.02 1.26
C 1.384 -10.574 -4.479 -0.41 -0.30 -0.90
C -0.005 -10.465 -3.862 -1.17 -0.98 -1.37
C -1.118 -10.978 -4.889 1.02 1.90 1.09
H -0.342 -16.038 -3.641 -0.55 -0.34 -0.64
H -1.366 -14.575 -3.891 -0.08 -0.22 -0.33
H -1.925 -15.843 -2.803 0.24 -0.07 0.08
H 0.231 -15.255 -1.386 -0.43 -0.36 0.05
H -0.990 -13.999 -1.696 0.38 0.40 0.74
H 0.483 -13.244 -3.592 0.35 0.26 -0.09
H 1.668 -14.477 -3.044 0.05 0.04 -0.59
H 1.886 -13.377 -0.807 0.55 -0.14 -0.25
H 0.749 -12.228 -1.291 -0.18 0.23 0.11
H 4.821 -12.224 -3.449 -0.02 0.13 -0.55
H 3.505 -13.181 -4.205 -0.38 0.66 -0.20
H 3.588 -14.539 -1.949 -0.03 -0.07 -0.05
H 5.210 -13.875 -1.858 -0.30 0.41 0.45
H 4.392 -15.422 -4.262 0.08 -0.62 0.01
H 5.393 -16.051 -2.853 -0.29 0.01 -0.19
H 6.959 -15.191 -4.548 -0.03 0.08 -0.38
H 6.964 -14.106 -3.230 -0.12 0.26 0.11
H 6.082 -13.641 -4.705 -0.10 -0.08 0.04
H 3.832 -12.014 -0.302 0.13 -0.22 0.14
H 2.913 -10.601 -0.199 0.10 0.65 -0.20
H 5.016 -9.559 -1.705 0.14 0.00 -0.05
H 5.874 -11.058 -1.261 -0.24 -0.23 -0.21
H 4.607 -9.127 0.705 0.48 0.68 -0.04
H 6.412 -9.310 0.304 -0.29 0.60 0.21
H 6.057 -10.411 2.360 0.41 -0.18 -0.11
H 6.190 -11.604 1.014 -0.19 -0.64 0.74
H 4.609 -11.145 1.912 -0.02 -0.65 -0.48
H 3.445 -10.039 -3.952 0.19 -0.10 -0.16
H 2.104 -9.348 -3.042 0.45 -0.11 0.76
H 1.424 -11.522 -5.015 0.44 -0.58 0.42
H 1.595 -9.890 -5.301 -0.82 0.61 -0.09
H -0.219 -9.454 -3.516 -0.08 0.10 -0.27
H -0.187 -11.093 -2.990 0.82 -0.11 0.20
H -0.815 -11.809 -5.525 0.03 -0.24 0.41
H -1.278 -10.116 -5.537 -0.53 -0.19 -0.22
H -1.996 -11.176 -4.274 -0.19 -0.19 -0.60
C 9.074 -13.091 -14.636 0.48 0.42 0.90
C 7.817 -12.574 -13.882 -0.64 0.65 -1.91
C 7.277 -11.246 -14.551 0.44 -0.66 0.36
C 8.190 -10.052 -14.228 -0.37 0.42 -0.08
P 7.279 -8.510 -14.379 -0.13 2.23 -2.21
C 6.263 -8.425 -12.973 -1.11 0.35 2.10
C 5.534 -7.121 -12.567 0.62 0.66 -1.87
C 4.562 -7.164 -11.469 0.30 -1.30 2.96
C 5.240 -7.612 -10.106 -0.79 0.89 -0.90
C 8.460 -7.085 -14.378 0.36 -0.97 -0.32
C 8.057 -5.631 -14.669 -0.47 -0.25 0.00
C 9.191 -4.613 -14.723 1.67 -0.50 -0.28
C 10.428 -5.125 -15.489 -0.02 -0.90 -0.54
C 6.183 -8.436 -15.899 0.64 0.79 2.34
C 6.958 -8.191 -17.167 -0.38 -1.75 0.13
C 6.085 -8.239 -18.417 1.52 1.20 -1.17
C 7.114 -8.317 -19.602 -1.20 -0.96 -0.20
H 9.751 -13.596 -13.947 -0.07 -0.24 -0.10
H 9.673 -12.285 -15.059 -0.05 0.37 0.23
H 8.920 -13.732 -15.504 -0.66 -0.17 0.33
H 7.856 -12.338 -12.819 0.98 -0.06 0.12
H 7.036 -13.335 -13.898 -0.10 -0.03 -0.37
H 6.263 -11.083 -14.184 -0.10 0.18 0.18
H 7.187 -11.250 -15.637 0.05 -0.65 -0.07
H 9.053 -9.925 -14.882 0.11 -0.47 -0.02
H 8.538 -10.079 -13.195 0.21 -0.03 0.07
H 6.993 -8.631 -12.190 -0.05 -0.22 0.42
H 5.557 -9.256 -12.979 -0.05 -0.19 -0.08
H 4.920 -6.727 -13.377 0.52 0.03 -0.67
H 6.274 -6.361 -12.318 0.14 0.02 -0.17
H 3.748 -7.849 -11.706 -0.26 0.06 -0.07
H 4.167 -6.160 -11.315 -0.19 -0.12 -0.08
H 5.984 -6.859 -9.846 0.18 -0.13 0.05
H 5.727 -8.586 -10.161 -0.05 -0.09 -0.01
H 4.525 -7.593 -9.284 -0.02 -0.19 0.00
H 9.182 -7.432 -15.117 0.23 0.06 -0.20
H 8.994 -7.183 -13.433 0.07 0.14 0.28
H 7.374 -5.355 -13.866 -0.32 0.35 -0.43
H 7.604 -5.537 -15.656 -0.61 -0.42 0.17
H 9.472 -4.339 -13.706 0.00 0.44 -0.12
H 8.895 -3.769 -15.345 -0.49 0.28 0.72
H 10.948 -5.978 -15.054 0.05 0.14 0.52
H 11.193 -4.406 -15.781 -0.26 0.35 0.51
H 10.108 -5.536 -16.447 -0.29 0.05 -0.32
H 5.479 -7.631 -15.691 -0.11 0.15 0.14
H 5.628 -9.363 -15.757 -0.09 -0.20 -0.88
H 7.634 -9.046 -17.184 0.31 -0.28 -0.60
H 7.651 -7.351 -17.139 -0.53 0.39 0.09
H 5.504 -7.330 -18.576 0.10 0.32 0.46
H 5.318 -9.013 -18.443 0.47 -0.44 0.15
H 6.653 -7.986 -20.533 0.14 0.13 0.03
H 7.365 -9.366 -19.760 0.15 -0.07 -0.03
H 8.061 -7.797 -19.453 -0.28 0.29 0.25
O 4.871 -7.946 -5.682 0.47 0.61 -0.77
C 5.578 -8.968 -6.161 -0.32 -4.64 2.54
O 6.196 -8.865 -7.228 0.97 0.72 -2.08
O 5.531 -10.047 -5.497 -0.40 0.37 -0.32
H 5.214 -7.368 -6.368 -0.69 1.94 -0.03
O 5.471 -4.166 -5.605 -1.69 0.10 -0.85
C 4.564 -4.326 -6.622 3.96 -0.47 1.58
O 4.973 -4.708 -7.723 -1.32 0.14 -0.16
O 3.378 -4.163 -6.314 -1.52 0.12 -0.52
H 6.325 -4.311 -6.017 0.59 0.03 -0.05
```
Forces are in eV/Å.



Look up the spin multiplicity of the third one.
2



Which of these has the lowest total charge?
C5H5BrO2